# C22H19F4N4Ti

A structure of composition C22H19F4N4Ti at a distorted geometry (the ωB97M-V functional and the def2-TZVPD basis, OMol25).

Structure (XYZ):
```
50
Properties=species:S:1:pos:R:3:lowdin_spin:R:1
Ti 0.5351 0.0037 -0.7042 1.787
C 3.2327 1.7720 -1.4914 0.004
N 2.8244 0.6187 -0.6848 0.009
C 3.5553 -0.5573 -1.1670 0.022
C 3.1153 0.8352 0.7566 0.002
C 2.0957 0.1173 1.6477 0.011
N 0.7335 0.4930 1.2627 0.008
C 0.3631 1.7649 1.6442 0.005
C 0.0593 2.7304 0.6762 0.005
F 0.2593 2.3706 -0.6436 0.029
C -0.3497 4.0139 0.9621 0.001
F -0.6089 4.8644 -0.0453 0.000
C -0.4832 4.4129 2.2766 0.001
C -0.1810 3.4908 3.2648 0.000
F -0.3042 3.8523 4.5487 0.000
C 0.2262 2.2019 2.9718 0.001
F 0.4912 1.3490 3.9748 0.000
H 4.3136 1.9478 -1.4126 0.000
H 2.7059 2.6657 -1.1647 0.000
H 2.9911 1.5903 -2.5396 0.002
H 4.6198 -0.3354 -1.3390 0.003
H 3.1379 -0.8992 -2.1147 0.007
H 3.4845 -1.3615 -0.4345 0.002
H 3.0322 1.9066 0.9506 0.000
H 4.1555 0.5435 0.9524 0.000
H 2.3134 0.3645 2.6935 0.001
H 2.2067 -0.9707 1.5646 0.002
H -0.8108 5.4099 2.5311 0.000
C -3.8329 0.9809 -1.2913 0.000
C -2.4251 1.0714 -1.2548 0.012
N -1.6583 0.0449 -1.0412 0.015
C -2.2077 -1.1572 -0.8723 0.006
C -3.5852 -1.3555 -0.8833 0.000
C -4.4101 -0.2210 -1.0940 0.005
C -4.1113 -2.6723 -0.6962 -0.001
C -3.2925 -3.7369 -0.5603 -0.001
C -1.8717 -3.5867 -0.6093 0.000
C -0.9804 -4.6867 -0.5588 0.006
C 0.3435 -4.4650 -0.6684 0.001
C 0.7962 -3.1311 -0.7951 0.018
N 0.0064 -2.1064 -0.8070 0.024
C -1.3091 -2.3185 -0.7438 0.006
H -4.4285 1.8651 -1.4684 0.000
H -1.9174 2.0158 -1.3996 0.002
H -5.4876 -0.3262 -1.1057 0.000
H -5.1865 -2.7942 -0.6776 0.000
H -3.6946 -4.7332 -0.4302 0.000
H -1.3629 -5.6941 -0.4494 0.000
H 1.0507 -5.2818 -0.6535 0.000
H 1.8513 -2.9059 -0.8769 0.004
```

Values from the calculation:
energy relative to the best compared isomer or geometry (same formula, charge and spin): 1.789 eV
Kohn-Sham gap (alpha / beta): 6.10 / 7.26 eV
charge: +1
LUMO (alpha / beta): -0.12782 / -0.12688 hartree
molar mass: 463.281 u
2S+1: 3